# 1
{
  "formula": "C37H44N2OPdS2",
  "method": "wB97M-V/def2-TZVPD",
  "symbols": ["Pd", "C", "C", "C", "C", "C", "C", "C", "C", "C", "C", "C", "C", "C", "C", "C", "N", "H", "H", "H", "H", "H", "H", "H", "H", "H", "H", "N", "S", "C", "C", "C", "C", "C", "C", "C", "C", "C", "C", "C", "C", "H", "H", "H", "H", "H", "H", "H", "H", "H", "H", "H", "C", "C", "C", "S", "O", "C", "C", "C", "H", "H", "H", "H", "H", "H", "H", "H", "H", "H", "H", "H", "H", "H", "C", "C", "C", "C", "H", "H", "H", "H", "H", "H", "H", "H", "H"],
  "xyz": [[0.600, 0.074, 0.577], [3.465, 5.095, -1.352], [2.388, 5.360, -2.194], [1.164, 4.762, -1.907], [0.974, 3.912, -0.825], [2.062, 3.668, 0.081], [3.313, 4.274, -0.254], [-0.433, 3.333, -0.638], [-1.388, 4.457, -0.387], [-2.699, 4.415, -0.115], [-3.624, 3.304, 0.084], [-4.988, 3.623, -0.061], [-5.998, 2.691, 0.019], [-5.649, 1.361, 0.285], [-4.336, 1.019, 0.482], [-3.264, 1.958, 0.414], [-2.051, 1.417, 0.652], [4.432, 5.549, -1.558], [2.497, 6.011, -3.055], [0.328, 4.954, -2.574], [4.146, 4.077, 0.412], [-0.936, 5.442, -0.415], [-3.185, 5.386, -0.033], [-5.245, 4.658, -0.266], [-7.032, 2.984, -0.121], [-6.417, 0.597, 0.343], [-4.059, -0.003, 0.711], [-0.495, -1.227, 2.351], [-0.104, -1.787, 3.770], [0.920, -0.535, 4.613], [1.639, 0.340, 3.809], [2.559, 1.200, 4.395], [2.749, 1.200, 5.770], [2.031, 0.316, 6.569], [1.131, -0.566, 5.990], [-1.445, -1.828, 4.990], [-1.935, -3.068, 5.397], [-3.118, -3.157, 6.114], [-3.843, -2.010, 6.412], [-3.365, -0.771, 5.992], [-2.181, -0.679, 5.284], [-1.151, -0.445, 2.392], [1.466, 0.353, 2.730], [3.126, 1.877, 3.768], [3.450, 1.892, 6.221], [2.176, 0.312, 7.643], [0.584, -1.272, 6.604], [-1.369, -3.959, 5.143], [-3.482, -4.124, 6.440], [-4.775, -2.079, 6.960], [-3.927, 0.129, 6.215], [-1.810, 0.286, 4.952], [1.103, 1.627, -3.244], [-0.040, 1.307, -2.283], [-0.882, 2.523, -1.882], [-0.588, 2.064, 0.843], [1.918, 2.982, 1.140], [-0.978, 3.207, 2.262], [-0.143, 4.451, 2.570], [0.945, 4.216, 3.613], [1.617, 0.708, -3.538], [1.837, 2.289, -2.781], [0.730, 2.118, -4.152], [0.364, 0.821, -1.367], [-0.702, 0.572, -2.749], [-1.911, 2.207, -1.722], [-0.904, 3.241, -2.710], [-0.964, 2.517, 3.112], [-2.013, 3.474, 2.062], [-0.834, 5.218, 2.938], [0.310, 4.839, 1.657], [0.521, 3.812, 4.538], [1.467, 5.148, 3.852], [1.663, 3.508, 3.209], [3.081, -2.257, 1.175], [1.957, -2.797, 0.287], [2.524, -3.893, -0.629], [1.266, -1.677, -0.501], [3.514, -3.034, 1.822], [2.682, -1.450, 1.792], [3.878, -1.835, 0.555], [1.206, -3.263, 0.939], [3.261, -3.456, -1.311], [1.729, -4.334, -1.236], [3.017, -4.703, -0.069], [0.380, -2.096, -1.002], [1.954, -1.328, -1.290]],
  "forces_ev_per_a": [[0.024, 0.543, 0.029], [0.001, -0.074, 0.102], [-0.076, 0.078, -0.111], [0.073, -0.026, 0.009], [0.031, -0.012, -0.045], [-0.168, -0.194, 0.243], [0.063, 0.157, -0.197], [0.198, 0.050, 0.219], [-0.090, -0.093, 0.113], [0.021, 0.017, -0.101], [-0.066, -0.122, 0.032], [-0.035, -0.065, 0.001], [-0.044, 0.058, 0.010], [0.073, 0.028, 0.019], [-0.128, -0.062, 0.008], [0.155, 0.387, -0.008], [-0.140, -0.423, 0.045], [0.010, -0.027, 0.019], [-0.018, -0.020, 0.005], [0.004, 0.021, 0.028], [-0.021, -0.040, 0.017], [0.015, 0.024, -0.038], [0.019, 0.011, -0.004], [0.045, 0.008, -0.014], [0.008, -0.012, 0.003], [0.007, -0.018, 0.023], [0.054, 0.016, -0.033], [-0.585, -0.769, 0.520], [0.339, 0.401, -0.114], [0.087, -0.126, 0.168], [-0.166, -0.015, 0.039], [0.111, 0.075, 0.143], [-0.054, -0.039, -0.058], [0.007, -0.019, 0.012], [-0.037, -0.003, -0.073], [-0.489, -0.019, -0.074], [0.301, 0.104, -0.082], [-0.139, 0.016, 0.120], [0.160, -0.006, -0.076], [-0.099, 0.021, 0.093], [0.249, -0.028, -0.017], [0.097, 0.127, -0.033], [0.053, 0.002, -0.106], [-0.070, -0.001, -0.096], [0.020, -0.014, -0.005], [-0.004, -0.009, -0.006], [-0.016, 0.020, 0.039], [-0.065, -0.015, -0.006], [0.013, -0.010, -0.027], [-0.007, 0.002, 0.003], [0.003, -0.002, -0.019], [-0.042, -0.003, -0.019], [-0.022, -0.047, 0.087], [0.129, 0.186, -0.051], [-0.005, -0.092, 0.014], [0.233, 0.030, -0.318], [-0.110, 0.014, 0.020], [0.244, -0.019, -0.052], [0.058, -0.074, -0.002], [-0.124, -0.074, -0.031], [-0.006, 0.011, -0.001], [-0.004, -0.029, -0.040], [0.037, 0.018, -0.006], [-0.090, 0.060, -0.463], [-0.018, -0.023, 0.041], [-0.083, 0.025, 0.024], [-0.078, 0.007, 0.027], [0.000, -0.051, -0.051], [-0.009, -0.004, 0.096], [-0.050, 0.040, -0.060], [-0.013, 0.014, 0.024], [0.007, 0.039, 0.004], [-0.005, -0.008, -0.003], [0.030, 0.051, 0.022], [-0.175, -0.100, 0.002], [0.031, 0.130, -0.177], [-0.054, -0.116, 0.124], [0.257, 0.067, 0.200], [0.024, 0.019, -0.058], [0.091, 0.010, 0.037], [0.005, 0.036, 0.012], [0.003, 0.029, 0.052], [0.002, -0.002, -0.011], [0.019, 0.008, -0.022], [-0.014, 0.018, -0.022], [0.007, 0.013, -0.068], [0.004, -0.088, -0.051]],
  "multiplicity": 1,
  "orbital_gap_ev": 3.3,
  "homo_energy_ev": 0.8,
  "charge": -2
}



# 2
{
  "formula": "C5H10O",
  "method": "wB97M-V/def2-TZVPD",
  "symbols": ["C", "C", "C", "O", "C", "C", "H", "H", "H", "H", "H", "H", "H", "H", "H", "H"],
  "xyz": [[-1.470, 0.621, -0.200], [-0.477, 0.012, 0.644], [-0.209, -1.353, 0.068], [1.156, -1.393, 0.364], [1.093, 0.032, 0.599], [1.710, 0.828, -0.527], [-2.255, 1.223, 0.237], [-2.281, -0.864, -0.044], [-1.238, 0.831, -1.242], [-0.800, -0.059, 1.684], [-0.408, -1.600, -0.983], [-1.956, -1.651, 0.256], [1.549, 0.274, 1.565], [2.791, 0.666, -0.573], [1.519, 1.894, -0.362], [1.276, 0.539, -1.488]],
  "forces_ev_per_a": [[-0.031, 0.210, -0.073], [-0.184, -0.196, 0.117], [-0.192, -0.062, -0.157], [0.028, -0.199, 0.090], [0.209, 0.315, 0.059], [-0.017, -0.016, -0.063], [0.016, -0.036, -0.047], [0.285, -0.076, -0.058], [-0.050, -0.125, 0.199], [0.059, 0.028, -0.083], [-0.161, 0.082, 0.139], [0.244, 0.185, -0.083], [-0.102, -0.027, -0.122], [-0.153, -0.001, 0.029], [0.016, -0.134, -0.028], [0.035, 0.052, 0.083]],
  "multiplicity": 1,
  "orbital_gap_ev": [8.0, 7.8],
  "homo_energy_ev": [-7.9, -7.8]
}